1.
Entry from OMol25: a single C6H12O molecule in a non-equilibrium geometry (ωB97M-V with the def2-TZVPD basis set).

Last column: Mulliken charge in e.
Element x y z (Å)
1 C -2.635 0.440 -0.965  -0.70
2 O -1.433 -0.294 -0.745  -0.32
3 C -0.356 0.686 -0.375  -0.70
4 C 0.928 0.197 0.326  0.78
5 C 0.975 0.072 1.877  -1.47
6 C 0.889 -1.120 -0.514  -0.80
7 C 2.162 -0.450 -0.295  -0.53
8 H -2.547 1.162 -1.796  0.29
9 H -2.925 1.008 -0.067  0.29
10 H -3.465 -0.239 -1.208  0.26
11 H -0.126 1.181 -1.319  0.30
12 H -0.862 1.281 0.365  0.50
13 H 0.076 0.479 2.353  0.38
14 H 1.837 0.558 2.378  0.32
15 H 1.049 -0.992 2.136  0.31
16 H 0.498 -1.051 -1.531  0.28
17 H 0.461 -1.898 0.085  0.32
18 H 2.703 -0.024 -1.130  0.26
19 H 2.771 -0.995 0.424  0.24

relative energy (zero: lowest compared OMol25 entry of this formula, charge and spin)	350.9	kJ/mol
HOMO	-8.733	eV
molecular weight	100.161	g mol⁻¹
E_LUMO	1.1	eV
structure (SMILES)	COCC1(C)CC1
net charge	0
HOMO-LUMO gap	9.7941	eV

---

2.
Entry from OMol25: 3 unconnected molecules or ions with the total composition C21H39O8P in a non-equilibrium geometry (ωB97M-V with the def2-TZVPD basis set).

Last column: Mulliken charge in e.
Element x y z (Å)
1 C -1.734 2.237 2.231  -1.48
2 C -1.809 0.919 1.441  0.65
3 C -3.182 0.667 0.806  -1.36
4 C -2.995 -0.096 -0.526  0.83
5 C -2.855 0.923 -1.676  -0.92
6 C -1.611 0.780 -2.560  -0.25
7 C -1.140 -0.645 -2.849  -1.38
8 C -0.014 -1.125 -1.919  -0.21
9 C -0.116 -2.614 -1.617  -1.53
10 C 1.171 -3.187 -1.022  0.08
11 O 2.023 -3.504 -2.144  -0.33
12 C 3.094 -4.325 -1.930  0.08
13 O 4.096 -4.021 -1.276  -0.51
14 P 0.952 -4.625 0.123  -0.22
15 C -0.183 -5.815 -0.729  -0.39
16 C -0.716 -6.794 0.318  -1.28
17 C 0.097 -4.000 1.633  -0.55
18 C 0.106 -2.470 1.790  -0.93
19 H -2.006 2.049 3.265  0.45
20 H -2.360 3.005 1.798  0.37
21 H -0.704 2.584 2.259  0.21
22 H -1.598 0.118 2.141  0.16
23 H -1.041 0.938 0.674  -0.14
24 H -3.763 0.041 1.479  0.41
25 H -3.695 1.605 0.636  0.50
26 H -3.866 -0.723 -0.690  0.47
27 H -2.102 -0.698 -0.414  -0.92
28 H -2.768 1.897 -1.208  0.34
29 H -3.761 0.976 -2.271  0.37
30 H -0.822 1.393 -2.144  -0.21
31 H -1.845 1.234 -3.520  0.52
32 H -0.729 -0.662 -3.854  0.56
33 H -1.953 -1.361 -2.784  0.38
34 H -0.072 -0.587 -0.972  0.01
35 H 0.964 -0.901 -2.333  0.85
36 H -0.280 -3.123 -2.566  0.61
37 H -0.962 -2.834 -0.973  0.57
38 H 1.653 -2.377 -0.482  0.42
39 H 3.045 -5.260 -2.504  0.41
40 H 0.423 -6.338 -1.457  0.35
41 H -0.987 -5.279 -1.228  0.35
42 H -1.612 -6.402 0.783  0.32
43 H -0.941 -7.759 -0.116  0.38
44 H 0.025 -6.930 1.100  0.35
45 H 0.584 -4.436 2.495  0.47
46 H -0.932 -4.347 1.655  0.41
47 H 0.006 -2.226 2.843  0.55
48 H 1.014 -2.014 1.422  0.27
49 H -0.759 -2.050 1.289  -0.08
50 C 1.628 5.423 -2.049  -0.28
51 C 1.939 3.983 -1.696  -0.32
52 O 0.638 3.454 -1.428  -0.15
53 C -0.279 4.214 -2.072  0.59
54 O -1.430 3.944 -2.151  -0.48
55 O 0.298 5.328 -2.578  -0.39
56 H 2.301 5.840 -2.793  0.30
57 H 1.610 6.071 -1.172  0.22
58 H 2.377 3.433 -2.531  0.33
59 H 2.575 3.881 -0.821  0.23
60 C 3.006 3.548 3.953  -0.30
61 C 2.121 4.737 4.266  -0.37
62 O 2.085 5.425 3.012  -0.34
63 C 2.354 4.535 2.030  0.60
64 O 2.236 4.752 0.870  -0.50
65 O 2.775 3.359 2.554  -0.33
66 H 2.737 2.651 4.504  0.29
67 H 4.065 3.762 4.109  0.28
68 H 1.105 4.442 4.534  0.28
69 H 2.524 5.383 5.041  0.30

HOMO	-7.927	eV
molecular weight	450.509	g mol⁻¹
E_LUMO	0.4	eV
structure (SMILES)	CCCCCCCCC[C@H](OC=O)P(CC)CC.O=C1OCCO1.O=C1OCCO1
net charge	0
HOMO-LUMO gap	8.3145	eV

---

3.
Entry from OMol25: a single C23H39N3O3 molecule (ωB97M-V with the def2-TZVPD basis set).

Last column: Mulliken charge in e.
Element x y z (Å)
1 O -3.324 -0.833 -2.030  -0.66
2 C -3.832 -1.317 -1.040  0.26
3 N -5.128 -1.095 -0.710  -0.17
4 H -5.472 -1.406 0.185  0.34
5 C -5.907 -0.048 -1.324  -1.24
6 H -5.389 0.251 -2.237  0.42
7 C -6.035 1.149 -0.367  0.75
8 H -5.029 1.536 -0.160  0.14
9 C -6.974 2.235 -0.908  -0.80
10 H -6.641 3.219 -0.579  0.35
11 C -8.304 1.879 -0.246  -0.60
12 H -8.814 1.097 -0.810  0.24
13 C -7.833 1.341 1.102  -0.52
14 H -7.683 2.163 1.816  0.28
15 O -6.594 0.696 0.865  -0.45
16 H -8.516 0.612 1.545  0.30
17 H -8.970 2.731 -0.141  0.40
18 H -7.020 2.223 -1.994  0.35
19 H -6.900 -0.435 -1.569  0.31
20 C -3.128 -2.271 -0.078  0.09
21 C -2.918 -1.604 1.287  -1.07
22 C -1.866 -0.502 1.186  -0.76
23 N -0.609 -1.082 0.758  0.33
24 C -0.749 -1.594 -0.596  -0.46
25 C -1.771 -2.729 -0.616  -1.51
26 H -1.884 -3.084 -1.641  0.43
27 H -1.406 -3.550 0.004  0.49
28 H 0.213 -1.983 -0.932  0.45
29 H -1.078 -0.815 -1.298  0.35
30 C 0.547 -0.236 0.998  -0.52
31 C 1.839 -1.061 1.026  -0.66
32 H 1.732 -1.885 1.732  0.36
33 H 2.044 -1.476 0.039  0.24
34 C 3.011 -0.165 1.435  -0.87
35 N 3.143 0.936 0.510  0.24
36 C 4.153 1.182 -0.362  0.15
37 O 4.108 2.134 -1.121  -0.70
38 C 5.370 0.266 -0.318  0.60
39 C 6.122 0.342 -1.648  -1.08
40 C 7.383 -0.514 -1.606  -0.68
41 C 8.296 -0.070 -0.467  -0.66
42 C 7.554 -0.139 0.864  -0.70
43 C 6.295 0.721 0.818  -0.73
44 H 6.571 1.763 0.642  0.38
45 H 5.773 0.673 1.777  0.33
46 H 8.204 0.204 1.672  0.35
47 H 7.280 -1.176 1.074  0.34
48 H 8.621 0.957 -0.645  0.33
49 H 9.185 -0.703 -0.431  0.33
50 H 7.911 -0.437 -2.558  0.37
51 H 7.107 -1.563 -1.461  0.32
52 H 6.381 1.383 -1.845  0.30
53 H 5.467 0.010 -2.455  0.43
54 H 5.066 -0.772 -0.156  0.40
55 C 1.954 1.765 0.459  -1.36
56 C 0.743 0.941 0.027  -0.31
57 H -0.144 1.575 0.017  0.38
58 H 0.910 0.565 -0.983  0.24
59 H 2.148 2.571 -0.250  0.51
60 H 1.780 2.195 1.453  0.40
61 H 3.929 -0.746 1.486  0.58
62 H 2.819 0.249 2.434  0.22
63 H 0.408 0.178 2.006  0.17
64 H -1.729 -0.043 2.168  0.56
65 H -2.224 0.276 0.488  0.27
66 H -3.850 -1.183 1.670  0.56
67 H -2.562 -2.356 1.994  0.41
68 H -3.781 -3.143 0.044  0.45

relative energy (zero: lowest compared OMol25 entry of this formula, charge and spin)	0.0	kJ/mol
HOMO	-8.244	eV
molecular weight	405.583	g mol⁻¹
E_LUMO	0.8	eV
structure (SMILES)	O=C(NC[C@H]1CCCO1)C1CCN(C2CCN(C(=O)C3CCCCC3)CC2)CC1
net charge	0
HOMO-LUMO gap	9.0411	eV

---

4.
Entry from OMol25: 2 unconnected molecules or ions with the total composition C10H16 in a non-equilibrium geometry (ωB97M-V with the def2-TZVPD basis set).

Last column: Mulliken charge in e.
Element x y z (Å)
1 C -2.069 -0.110 -2.435  -0.37
2 C -1.218 0.022 -3.694  -1.20
3 C -1.568 -1.315 -1.543  -0.68
4 H -3.149 -0.159 -2.473  0.40
5 H -1.978 0.803 -1.844  0.25
6 H -1.292 1.040 -4.092  0.37
7 H -0.158 0.066 -3.419  0.32
8 H -1.515 -0.990 -0.515  -0.14
9 H -0.690 -1.772 -1.983  0.37
10 H -1.418 -0.824 -4.340  0.31
11 H -2.285 -2.117 -1.779  0.36
12 C -1.432 0.591 2.084  -1.40
13 C 2.615 -0.126 0.728  -0.43
14 C 1.773 -1.141 1.156  -0.68
15 C 2.140 1.185 0.842  -0.38
16 C 0.442 -0.844 1.377  -0.20
17 C 0.876 1.487 1.364  -0.45
18 C -0.018 0.474 1.614  0.68
19 H 3.548 -0.210 0.192  0.38
20 H 2.012 -2.199 1.173  0.32
21 H 2.732 2.025 0.510  0.37
22 H -0.223 -1.701 1.410  0.40
23 H 0.633 2.513 1.619  0.38
24 H -2.194 0.535 1.306  0.25
25 H -1.633 1.379 2.807  0.42
26 H -1.735 -0.219 2.756  0.34

relative energy (zero: lowest compared OMol25 entry of this formula, charge and spin)	128.1	kJ/mol
HOMO	-8.940	eV
molecular weight	136.238	g mol⁻¹
E_LUMO	1.0	eV
structure (SMILES)	Cc1ccccc1.CCC
net charge	0
HOMO-LUMO gap	9.9471	eV